No. 1
The following is a DFT calculation (wB97M-V/def2-TZVPD) of a cluster of 10 separate species, C42H37BN9O18 in total.

Geometry as XYZ:
```
107
Properties=species:S:1:pos:R:3:forces:R:3
O 1.6371 -1.2123 0.9952 0.16 -0.13 -0.03
C 0.4869 -0.8929 1.0302 -0.42 -0.17 -0.10
O -0.3211 -0.9583 2.0673 0.18 -0.34 0.22
B -1.6747 -0.4997 1.7336 -0.23 0.51 0.26
O -1.5529 -0.0824 0.3045 -0.20 -0.26 -0.40
C -0.3457 -0.3155 -0.1439 0.34 0.24 0.34
O 0.0799 -0.0685 -1.2427 -0.17 -0.13 -0.26
O -2.0464 0.6905 2.5375 0.48 -0.03 -0.18
C -3.1921 0.4655 3.1552 -0.35 -0.33 -0.61
O -3.8060 1.2414 3.8138 -0.06 0.52 0.52
C -3.6539 -0.9683 2.7855 1.11 0.36 -0.14
O -2.7119 -1.4761 1.9670 0.01 -0.05 -0.15
O -4.6151 -1.5172 3.1798 -0.83 -0.52 0.30
C -5.1570 2.6561 6.4807 0.12 -0.80 0.13
C -5.8502 1.4822 5.9563 0.22 0.72 0.20
N -6.3979 0.5530 5.5872 -0.52 -0.71 -0.20
H -4.2951 2.8532 5.8485 -0.04 0.24 -0.07
H -4.8103 2.3675 7.4752 0.06 0.31 0.03
H -5.8401 3.4941 6.5530 0.07 0.18 -0.06
C -2.6262 2.4704 -0.9176 0.12 0.56 0.28
C -3.9326 1.8782 -1.1407 -0.10 0.12 0.07
N -4.9647 1.4097 -1.3217 -0.02 0.05 -0.07
H -2.4272 2.5930 0.1474 -0.06 -0.47 0.01
H -2.5689 3.4966 -1.2781 -0.19 -0.15 -0.43
H -1.8573 1.8592 -1.3813 0.13 0.05 0.07
C 4.8086 -1.6182 2.1740 0.14 1.01 0.50
C 4.5743 -2.5013 3.3058 -0.06 0.13 -0.87
N 4.3739 -3.2028 4.1841 -0.08 -0.43 0.67
H 4.0978 -1.7293 1.3612 -0.01 -0.40 0.05
H 5.8482 -1.6599 1.8571 -0.05 -0.26 -0.21
H 4.6629 -0.5943 2.5388 -0.02 -0.09 -0.12
C -4.2359 -1.4698 -2.0556 0.93 0.08 0.09
C -5.3001 -1.8219 -1.1464 -0.46 -0.31 0.32
N -6.1903 -2.0597 -0.4606 0.17 -0.06 -0.11
H -3.4187 -0.9973 -1.5047 -0.28 0.37 0.08
H -4.6498 -0.7792 -2.7829 0.24 0.04 -0.19
H -3.7283 -2.3181 -2.5153 -0.61 -0.25 -0.19
C 2.5942 1.9886 2.4861 -0.19 -0.14 1.05
C 1.2383 1.8120 2.2840 -0.71 0.94 0.16
C 0.5207 2.7647 1.5552 0.32 -0.91 -0.41
C 1.2138 3.8350 1.0306 0.00 0.06 -0.12
C 2.5628 4.0391 1.2651 0.19 0.15 -0.13
C 3.2613 3.1007 2.0028 -0.06 -0.32 -0.44
N 0.5064 4.7763 0.1394 -0.24 -0.42 0.42
O 0.9598 5.8870 0.0095 0.23 0.39 -0.18
O -0.5086 4.3703 -0.3969 0.10 0.11 -0.04
H 3.0914 1.3303 3.1904 0.19 -0.23 -0.39
H 0.6511 1.0361 2.7588 0.37 -0.15 -0.03
H -0.5153 2.5621 1.3164 -0.03 0.35 0.16
H 3.0530 4.9077 0.8540 0.00 0.05 -0.09
H 4.3341 3.1503 2.1211 0.00 0.32 0.13
C 3.6144 -2.9110 -3.8762 -0.27 -0.49 0.67
C 4.9402 -2.5316 -3.7188 -0.14 -0.22 -0.51
C 5.2691 -1.5712 -2.7907 0.42 0.34 0.49
C 4.2924 -1.0898 -1.9374 -0.41 0.08 -0.41
C 2.9638 -1.4386 -2.0825 -0.21 0.09 0.24
C 2.6437 -2.3868 -3.0292 -0.17 0.37 -0.85
N 4.6614 -0.1710 -0.8625 0.16 -0.13 0.25
O 5.8464 0.0721 -0.7235 0.17 0.22 0.04
O 3.7864 0.2244 -0.1210 0.07 0.29 -0.27
H 3.3092 -3.6760 -4.5792 0.21 0.08 -0.16
H 5.7134 -2.9877 -4.3227 -0.01 0.15 -0.12
H 6.2651 -1.1580 -2.7144 0.08 -0.27 0.13
H 2.1634 -0.9737 -1.5212 0.26 -0.04 0.33
H 1.5959 -2.5976 -3.1924 0.05 -0.27 0.05
C -1.2031 -1.8928 -4.3128 0.24 0.22 0.74
C -0.9834 -2.7850 -3.2710 -0.49 -0.43 -0.23
C -0.7108 -4.1110 -3.5654 -0.05 -0.50 0.46
C -0.5530 -4.5041 -4.8801 0.02 0.71 -0.21
C -0.7122 -3.6021 -5.9181 1.05 -0.20 -0.14
C -0.9992 -2.2856 -5.6212 -0.77 0.25 -0.25
N -0.0618 -5.8475 -5.1979 -0.27 0.00 -0.26
O 0.3147 -6.5286 -4.2767 0.16 -0.38 0.45
O -0.0399 -6.1895 -6.3653 -0.03 0.07 -0.03
H -1.5172 -0.8908 -4.0447 0.17 0.10 -0.24
H -1.0834 -2.4892 -2.2362 -0.07 0.13 -0.03
H -0.6682 -4.8583 -2.7823 0.30 0.11 -0.01
H -0.4121 -3.9147 -6.9087 -0.40 0.01 -0.10
H -1.1501 -1.5665 -6.4157 0.13 -0.05 -0.06
C 0.5203 2.3765 -4.3436 0.17 -0.06 -0.15
C 0.5422 3.5402 -5.1022 -0.53 0.07 0.74
C 1.4273 4.5539 -4.7738 0.14 0.00 -0.54
C 2.3972 4.3022 -3.8231 -0.60 -0.14 0.15
C 2.4268 3.1185 -3.0969 0.52 0.00 -0.15
C 1.4670 2.1543 -3.3423 -0.16 -0.15 -0.59
N 3.4088 5.3317 -3.5819 0.43 -0.12 0.02
O 4.2585 5.0947 -2.7467 0.01 0.03 0.16
O 3.3786 6.3377 -4.2598 -0.13 0.14 -0.02
H -0.2342 1.6340 -4.5781 0.13 -0.11 0.14
H -0.2256 3.6828 -5.8513 0.13 0.12 -0.08
H 1.4021 5.5052 -5.2862 0.10 -0.04 0.01
H 3.2574 2.9319 -2.4295 -0.16 0.08 0.18
H 1.5006 1.1897 -2.8549 -0.08 0.14 0.28
C -0.2753 -0.4382 5.3821 0.38 -0.02 -0.18
C -1.4966 -0.0136 5.8810 -0.39 -0.18 -0.03
C -2.5403 -0.9241 6.0191 -0.18 0.71 0.48
C -2.3549 -2.2394 5.6847 0.13 0.06 -0.22
C -1.1614 -2.6703 5.1493 0.37 0.12 -0.71
C -0.1190 -1.7594 5.0018 -0.44 -0.84 0.13
N -3.4800 -3.1662 5.8157 0.09 -0.20 -0.04
O -4.3027 -2.9424 6.6773 -0.10 0.11 0.06
O -3.4908 -4.1160 5.0649 -0.06 -0.27 -0.08
H 0.5677 0.2205 5.2051 -0.21 0.26 0.19
H -1.7323 1.0148 6.1201 0.36 0.09 -0.05
H -3.5109 -0.5808 6.3534 -0.01 -0.13 0.03
H -1.0470 -3.6382 4.6819 -0.19 -0.21 0.43
H 0.7694 -2.1653 4.5378 0.23 0.44 0.04
```
Forces are in eV/Å.

Its charge is -1. For the electronic energy, the calculation gives -3494.516189 hartree. As for the spin multiplicity: 1. The value obtained for the gap between HOMO and LUMO is 8.45 eV.



No. 2
The following is a DFT calculation (wB97M-V/def2-TZVPD) of the molecule C23H29N3O2S2.

Geometry as XYZ:
```
59
Properties=species:S:1:pos:R:3:forces:R:3
C 2.0656 -2.5179 -2.8288 0.03 0.05 0.02
N 2.0810 -1.3531 -3.6880 0.01 -0.05 -0.10
C 3.2432 -0.5048 -3.5111 0.15 0.09 0.15
C 3.1763 0.3625 -2.2461 0.06 -0.11 -0.25
N 1.9742 1.1700 -2.3041 -0.01 -0.05 -0.12
C 1.9248 2.2734 -1.3786 0.13 0.05 0.27
C 1.9905 1.9331 0.1332 0.05 0.07 -0.37
C 0.7050 1.3863 0.6456 0.05 -0.36 0.21
C 0.4835 0.1750 1.1733 -0.04 0.40 -0.18
C 1.5194 -0.8481 1.3695 0.30 -0.14 0.01
C 2.7358 -0.5562 1.9836 -0.03 -0.08 0.03
C 3.7246 -1.5153 2.0940 0.08 0.03 0.02
C 3.5116 -2.7945 1.6030 0.03 -0.01 -0.04
C 2.2902 -3.1223 1.0475 -0.03 0.05 -0.02
C 1.2955 -2.1588 0.9484 -0.25 -0.01 -0.04
S -0.2668 -2.6488 0.2699 0.12 0.10 -0.01
C -1.3301 -1.5298 1.1208 0.12 0.00 0.00
C -2.6360 -1.9358 1.3757 0.05 0.11 -0.02
C -3.5124 -1.0781 2.0121 -0.11 -0.08 -0.03
C -3.0668 0.1734 2.3990 -0.51 0.46 0.28
C -1.7749 0.5848 2.1501 0.17 -0.02 0.00
C -0.8829 -0.2584 1.4939 -0.45 -0.02 0.12
H -1.4608 1.5586 2.4907 0.13 0.11 0.04
S -4.2133 1.3341 3.1410 -0.12 0.17 -0.14
O -3.4692 2.3104 3.8788 0.22 -0.01 -0.26
O -5.2582 0.6093 3.7981 -0.01 -0.24 -0.27
N -4.9017 2.1238 1.8342 0.30 -0.37 0.99
C -5.7867 1.3133 1.0378 -0.28 -0.32 -0.10
H -5.2418 0.6704 0.3334 -0.02 0.02 -0.03
H -6.4621 1.9604 0.4775 0.02 0.00 0.01
H -6.3645 0.6985 1.7229 -0.17 -0.06 -0.19
C -3.9916 2.9617 1.0977 0.33 0.27 -0.08
H -3.3654 3.4735 1.8240 0.08 0.17 -0.18
H -3.3618 2.3844 0.4065 -0.01 0.02 -0.03
H -4.5589 3.6984 0.5283 0.00 -0.02 0.01
H -4.5246 -1.3709 2.2389 -0.12 -0.11 0.02
H -2.9501 -2.9221 1.0706 -0.07 -0.11 0.03
H 2.0930 -4.1211 0.6893 0.00 -0.14 0.01
H 4.2868 -3.5418 1.6736 0.07 -0.07 0.02
H 4.6640 -1.2649 2.5630 0.08 0.02 0.05
H 2.8913 0.4320 2.3892 0.03 0.10 0.01
H -0.1488 2.0379 0.5016 -0.19 0.02 0.00
H 2.8149 1.2413 0.2982 0.03 0.09 0.05
H 2.2109 2.8637 0.6634 0.11 0.01 0.05
H 2.7772 2.9190 -1.6141 -0.09 0.07 0.05
H 1.0088 2.8353 -1.5834 0.03 0.08 0.01
C 0.7986 0.3235 -2.3575 -0.05 -0.25 -0.29
C 0.8788 -0.5455 -3.6206 -0.18 0.14 0.14
H 0.0077 -1.2009 -3.6777 -0.02 0.00 -0.03
H 0.8833 0.1124 -4.4949 -0.10 0.04 0.03
H -0.0909 0.9556 -2.4045 -0.05 -0.02 0.04
H 0.7136 -0.3265 -1.4734 -0.06 0.03 -0.06
H 4.0445 1.0245 -2.2116 0.05 -0.02 0.04
H 3.2021 -0.2898 -1.3543 0.03 0.06 0.03
H 4.1385 -1.1292 -3.4897 0.03 0.00 -0.03
H 3.2964 0.1570 -4.3807 0.10 0.04 0.05
H 2.9530 -3.1142 -3.0405 0.03 -0.08 0.04
H 1.1852 -3.1140 -3.0653 -0.04 -0.08 0.03
H 2.0505 -2.2952 -1.7537 0.00 -0.03 0.02
```
Forces are in eV/Å.

Its charge is 0. For the electronic energy, the calculation gives -2004.923632 hartree. As for the spin multiplicity: 1. The value obtained for the gap between HOMO and LUMO is 8.10 eV. The SMILES is CN1CCN(CC/C=C2\c3ccccc3Sc3ccc(S(=O)(=O)N(C)C)cc32)CC1.



No. 3
The following is a DFT calculation (wB97M-V/def2-TZVPD) of a cluster of 18 separate species, C12H56F3O19 in total.

Geometry as XYZ:
```
90
Properties=species:S:1:pos:R:3:forces:R:3
C 0.2768 -1.1489 -0.3376 3.64 -1.30 -2.83
O 0.3341 0.2929 -0.4569 0.01 0.34 0.48
O 1.4427 -1.5856 -1.0206 -3.28 0.21 3.32
C 0.1743 -1.6204 1.1766 1.96 0.11 -2.09
F 0.9802 -0.9110 1.9418 0.96 0.99 0.99
F -1.0219 -1.5009 1.7009 -2.38 0.44 0.83
F 0.5226 -2.9081 1.3858 -0.41 0.00 -0.56
C -0.7921 1.0943 -0.1942 0.01 -0.47 1.63
C -0.6691 2.3793 -0.9370 0.00 0.06 -0.80
H -1.4903 3.0703 -0.7468 0.06 0.07 0.28
H 0.2972 2.8446 -0.7423 -0.11 0.15 0.03
H -0.7226 2.1216 -1.9948 0.11 0.33 -0.21
H -0.7396 1.2515 0.8831 -0.66 0.36 0.28
H -1.7340 0.5931 -0.4173 -0.13 -0.39 -0.15
H -0.6504 -1.3907 -0.8571 -0.63 -0.61 0.10
C 5.7337 -2.4768 1.8577 -1.08 0.83 -0.27
C 4.2589 -1.9025 1.8843 0.19 -2.16 -0.05
O 3.4630 -2.8489 1.1037 0.98 0.69 1.02
H 6.4091 -1.9252 2.5117 -0.01 0.14 0.06
H 6.1384 -2.4835 0.8457 -0.13 0.24 -0.06
H 5.7290 -3.5189 2.1775 -0.27 0.04 0.14
H 4.0570 -0.8627 1.6270 0.57 -0.16 -0.57
H 3.8823 -2.0016 2.9023 0.13 0.05 0.43
H 2.8316 -2.3748 0.5577 -0.40 0.40 -0.89
C 2.8055 3.2781 0.9998 -0.21 -0.38 1.45
C 2.5168 1.7950 1.4231 1.16 1.31 -0.77
O 3.0013 0.9108 0.4405 -0.24 0.44 0.92
H 3.8320 3.6204 1.1305 0.47 -0.78 -0.37
H 2.3611 3.8648 1.8038 -0.80 0.49 -0.38
H 2.4909 3.5542 -0.0066 -0.36 -0.10 0.20
H 1.4603 1.6313 1.6355 -0.13 0.09 -0.25
H 3.0586 1.6233 2.3532 0.09 -0.20 0.06
H 2.2967 0.7986 -0.2018 -0.55 -0.51 -0.58
C -1.9980 -1.5076 -5.2514 0.40 -0.06 1.26
C -1.1898 -1.4031 -3.8972 0.02 -1.68 -1.96
O 0.1178 -2.0031 -4.0886 -0.77 1.12 0.17
H -2.2560 -2.5179 -5.5689 0.16 -0.34 0.42
H -1.3926 -1.1171 -6.0694 -0.27 0.54 0.11
H -2.9470 -1.0097 -5.0524 -0.06 0.41 -0.58
H -1.7239 -1.9692 -3.1341 -0.08 0.21 0.23
H -1.1476 -0.3451 -3.6386 0.70 -0.19 0.13
H 0.0011 -2.9558 -4.1084 -0.10 -0.06 0.19
C -3.7256 0.9629 2.5440 -0.44 1.53 0.76
C -4.8555 0.1503 3.1751 2.32 0.25 -1.56
O -4.7190 -1.0975 2.4896 -1.41 -0.95 0.43
H -3.8455 1.3373 1.5273 -0.48 -0.68 -0.27
H -2.7767 0.4298 2.6053 -0.03 0.28 0.22
H -3.7570 1.8953 3.1075 0.88 0.28 0.32
H -5.7985 0.6721 3.0122 -0.25 -0.66 0.20
H -4.5733 -0.0167 4.2146 -0.66 0.31 0.23
H -4.1432 -1.6136 3.0586 -0.01 -0.24 -0.24
O 2.0466 -4.7896 2.6932 -0.26 -0.71 0.89
H 1.2066 -4.5729 2.2887 0.09 -0.03 -0.21
H 2.6371 -4.0922 2.4086 0.30 0.44 -0.69
O -0.5779 3.4423 2.0532 0.13 0.38 -0.23
H -1.4857 3.7369 1.9795 -0.41 -0.11 0.05
H -0.5511 2.9504 2.8738 0.06 -0.20 0.36
O 0.5291 -4.6744 -1.0619 0.19 -0.66 0.31
H -0.4059 -4.5983 -1.2522 -0.14 -0.12 -0.29
H 0.9061 -3.8537 -1.3792 0.45 0.84 0.04
O 4.3871 -0.5610 -1.1602 0.70 -0.64 -0.64
H 3.9365 -0.0812 -0.4652 -0.09 0.07 0.17
H 5.2384 -0.1301 -1.2363 0.18 0.11 -0.03
O -2.0506 -4.1904 -1.7472 -0.23 0.11 -0.44
H -2.8496 -4.5265 -2.1533 -0.13 -0.14 -0.16
H -2.3414 -3.8262 -0.9111 -0.16 0.03 0.39
O 0.0301 5.6628 0.0990 0.17 0.35 -0.31
H -0.7742 6.1002 -0.1805 -0.21 0.19 -0.14
H -0.2677 4.9563 0.6721 0.25 -0.54 0.36
O -4.1083 2.4515 -1.1305 -0.13 0.38 0.15
H -3.3196 1.9167 -1.2211 0.29 -0.23 -0.09
H -4.8270 1.8194 -1.1194 -0.16 -0.22 -0.04
O 1.3173 0.8478 -2.8610 0.41 -0.07 -0.33
H 0.7775 0.8048 -2.0717 0.26 -0.71 0.29
H 1.3408 1.7781 -3.0852 -0.13 0.10 -0.38
O 0.8867 3.0762 -4.2136 -0.25 0.31 -0.41
H 1.4420 2.9716 -4.9862 0.09 -0.22 -0.23
H 1.2847 3.7988 -3.7280 0.04 0.71 0.40
O -2.5599 -3.7148 1.0271 -0.38 -0.40 -0.18
H -1.6557 -3.4100 1.1023 0.52 0.02 0.07
H -2.9398 -3.5548 1.8910 -0.11 -0.01 0.12
O 1.4285 5.3685 -2.4714 0.22 -0.04 -0.64
H 2.2827 5.7423 -2.2550 0.22 0.05 0.04
H 0.9546 5.3555 -1.6398 -0.39 -0.08 0.68
O -3.7177 -1.3646 -0.1585 -0.09 0.51 -0.83
H -4.2125 -1.1302 0.6266 -0.12 0.00 0.47
H -3.4995 -2.2888 -0.0377 0.18 -0.21 0.20
O -0.8266 0.8562 4.5429 -0.10 0.40 0.03
H -1.1645 0.1229 5.0571 -0.04 -0.15 0.15
H -0.3004 0.4459 3.8567 0.29 -0.25 -0.32
```
Forces are in eV/Å.

Its charge is -1. For the electronic energy, the calculation gives -2219.922181 hartree. As for the spin multiplicity: 1. The value obtained for the gap between HOMO and LUMO is 6.12 eV.